[1]
C18H22N3O5PbS | ωB97M-V/def2-TZVPD

Net charge   +1
Calculated total energy   -1830.4276 a.u.
E_LUMO   -3.86 eV
HOMO-LUMO gap   8.05 eV
HOMO energy   -11.90 eV

```
50
Properties=species:S:1:pos:R:3:nbo_charge:R:1
Pb -0.843 -0.978 -0.575 1.47
O 5.848 0.663 -4.494 -0.65
C 6.043 0.069 -3.301 0.77
O 7.143 -0.253 -2.961 -0.54
C 4.840 -0.160 -2.425 -0.18
C 3.581 0.386 -2.664 -0.18
C 2.529 0.127 -1.805 -0.17
C 2.734 -0.667 -0.682 0.11
C 3.986 -1.221 -0.439 -0.23
C 5.031 -0.961 -1.307 -0.13
N 1.640 -0.906 0.185 -0.48
C 1.798 -0.803 1.436 0.19
C 0.677 -1.036 2.361 0.14
C 0.889 -0.966 3.725 -0.18
C -0.173 -1.199 4.585 -0.11
C -1.408 -1.508 4.047 -0.22
C -1.541 -1.548 2.670 0.08
N -0.529 -1.311 1.837 -0.53
H 4.912 0.799 -4.675 0.48
H 3.396 1.043 -3.506 0.21
H 1.561 0.586 -1.966 0.22
H 4.132 -1.876 0.410 0.22
H 6.014 -1.379 -1.137 0.26
H 2.750 -0.509 1.878 0.21
H 1.873 -0.723 4.100 0.24
H -0.035 -1.142 5.656 0.24
H -2.265 -1.706 4.675 0.24
H -2.493 -1.775 2.214 0.21
C -3.453 0.050 -2.476 -0.71
C -3.949 -0.526 -1.176 0.48
C -5.400 -0.920 -1.197 -0.71
C -3.889 0.015 1.073 -0.44
N -3.249 -0.679 -0.109 -0.65
H -4.234 0.689 -2.883 0.26
H -3.275 -0.724 -3.231 0.26
H -2.531 0.611 -2.337 0.24
H -6.058 -0.166 -1.627 0.24
H -5.759 -1.231 -0.220 0.24
H -5.435 -1.787 -1.865 0.26
H -4.546 0.781 0.673 0.20
H -3.084 0.538 1.587 0.26
H -4.485 -0.592 1.758 0.20
C -0.448 3.722 0.248 -0.89
S -0.226 2.075 0.831 2.41
O -1.131 1.851 1.936 -0.99
O 1.176 1.882 1.108 -0.98
O -0.657 1.242 -0.368 -1.13
H -0.165 4.386 1.061 0.26
H -1.493 3.863 -0.015 0.24
H 0.201 3.875 -0.611 0.25
```

=====

[2]
HN2O3S | ωB97M-V/def2-TZVPD

Net charge   -1
Calculated total energy   -733.9243 a.u.
E_LUMO   4.11 eV
HOMO-LUMO gap   8.87 eV
HOMO energy   -4.76 eV

```
7
Properties=species:S:1:pos:R:3:nbo_charge:R:1
N -1.526 -0.469 -0.365 -0.35
N -0.336 -0.351 -0.580 0.01
O 0.121 -0.277 -2.174 -0.67
O 1.768 -0.632 1.102 -0.99
O 0.613 1.498 1.106 -1.00
S 1.245 0.461 0.281 1.67
H -1.884 -0.232 0.631 0.32
```

=====

[3]
C27H20CaINOPS | ωB97M-V/def2-TZVPD

Calculated total energy   -2885.6983 a.u.
Multiplicity   2
E_LUMO (alpha / beta)   0.00 / 0.00 eV
HOMO-LUMO gap (alpha / beta)   4.34 / 7.06 eV
HOMO energy (alpha / beta)   -4.34 / -7.06 eV

```
53
Properties=species:S:1:pos:R:3:mulliken_charge:R:1
Ca 0.859 -1.583 -0.453 1.32
O 0.710 -3.646 -0.593 -1.03
N 1.758 -4.479 -0.632 0.40
C 1.471 -5.797 -0.537 -0.17
C 2.461 -6.731 -0.553 -0.73
C 3.782 -6.281 -0.669 -0.08
C 4.045 -4.947 -0.767 -0.75
C 3.016 -3.974 -0.757 0.61
S 3.332 -2.278 -0.899 -0.58
H 0.416 -6.005 -0.446 0.41
H 2.204 -7.776 -0.472 0.40
H 4.597 -6.993 -0.682 0.38
H 5.057 -4.579 -0.856 0.37
I 0.874 -1.027 2.621 0.21
C -0.179 0.644 3.338 0.31
C -0.105 0.576 4.736 -1.09
C -0.724 1.548 5.495 -0.70
C -1.405 2.558 4.845 -0.81
C -1.487 2.639 3.448 1.05
C -2.219 3.721 2.881 -1.08
C -2.347 3.857 1.502 -0.88
C -1.749 2.954 0.668 -0.47
C -0.970 1.843 1.157 0.98
P -0.315 0.845 -0.105 -0.25
C 0.723 1.870 -1.227 0.60
C 1.145 1.366 -2.461 -0.42
C 2.072 2.048 -3.241 -0.83
C 2.590 3.255 -2.791 -0.47
C 2.182 3.763 -1.566 -0.64
C 1.262 3.074 -0.784 -0.62
C -1.697 0.317 -1.213 0.78
C -2.371 -0.839 -0.809 -0.32
C -3.440 -1.347 -1.539 -0.79
C -3.852 -0.696 -2.692 -0.47
C -3.197 0.459 -3.103 -0.73
C -2.127 0.959 -2.372 -0.21
C -0.840 1.644 2.593 0.29
H 0.430 -0.230 5.216 0.33
H -0.674 1.508 6.575 0.37
H -1.905 3.330 5.420 0.33
H -2.683 4.428 3.558 0.32
H -2.917 4.679 1.085 0.41
H -1.861 3.089 -0.404 0.27
H 0.733 0.437 -2.846 0.48
H 2.383 1.639 -4.193 0.40
H 3.310 3.795 -3.394 0.38
H 2.584 4.704 -1.211 0.41
H 0.945 3.469 0.174 0.37
H -2.090 -1.328 0.122 0.40
H -3.949 -2.241 -1.203 0.42
H -4.686 -1.082 -3.265 0.39
H -3.527 0.978 -3.995 0.39
H -1.627 1.861 -2.702 0.38
```

=====

[4]
C27H22AuN2O3PS | ωB97M-V/def2-TZVPD

Net charge   +2
Calculated total energy   -2251.9998 a.u.
E_LUMO (alpha / beta)   -8.21 / -8.21 eV
HOMO-LUMO gap (alpha / beta)   6.66 / 6.66 eV
HOMO energy (alpha / beta)   -14.87 / -14.87 eV

```
57
Properties=species:S:1:pos:R:3:nbo_charge:R:1
Au -1.199 1.297 -0.115 1.19
N -3.330 0.549 -0.479 -0.87
C -3.703 -0.196 0.707 0.09
C -4.922 -0.801 0.837 -0.16
C -5.257 -1.500 2.014 -0.17
C -4.368 -1.575 3.046 -0.16
C -3.099 -0.958 2.943 -0.02
C -2.151 -0.984 3.990 -0.06
C -0.948 -0.352 3.843 -0.27
C -0.670 0.304 2.639 0.11
N -1.529 0.333 1.637 -0.50
C -2.763 -0.274 1.757 0.13
H -3.322 -0.036 -1.310 0.42
H -3.974 1.316 -0.659 0.43
H -5.643 -0.735 0.032 0.25
H -6.229 -1.965 2.093 0.25
H -4.622 -2.098 3.959 0.25
H -2.396 -1.498 4.911 0.25
H -0.210 -0.341 4.631 0.26
H 0.271 0.814 2.490 0.24
O -0.794 2.269 -1.852 -0.94
S 0.258 3.364 -1.470 2.38
O -0.078 4.674 -1.888 -0.85
O 0.540 3.148 -0.055 -1.00
C 1.680 2.727 -2.245 -0.25
C 2.448 3.437 -3.138 -0.18
C 3.614 2.847 -3.622 -0.14
C 3.988 1.582 -3.201 -0.17
C 3.198 0.870 -2.301 -0.17
C 2.026 1.443 -1.825 -0.44
P 1.019 0.419 -0.721 1.39
C 0.363 -0.989 -1.591 -0.51
C -0.370 -1.955 -0.886 -0.20
C -0.929 -3.019 -1.566 -0.19
C -0.781 -3.115 -2.948 -0.14
C -0.084 -2.145 -3.651 -0.21
C 0.485 -1.072 -2.979 -0.09
C 1.940 0.048 0.748 -0.50
C 2.441 1.130 1.486 -0.19
C 3.178 0.884 2.631 -0.19
C 3.412 -0.425 3.041 -0.14
C 2.918 -1.495 2.306 -0.22
C 2.175 -1.267 1.158 -0.12
H 2.148 4.434 -3.432 0.27
H 4.237 3.390 -4.321 0.25
H 4.903 1.137 -3.568 0.25
H 3.505 -0.120 -1.983 0.24
H -0.498 -1.873 0.188 0.22
H -1.479 -3.777 -1.025 0.24
H -1.218 -3.952 -3.477 0.25
H 0.021 -2.221 -4.724 0.25
H 1.023 -0.314 -3.531 0.23
H 2.255 2.146 1.160 0.26
H 3.578 1.712 3.199 0.25
H 3.997 -0.612 3.932 0.25
H 3.125 -2.510 2.617 0.25
H 1.820 -2.104 0.571 0.23
```

=====

[5]
C4H27N2O11 | ωB97M-V/def2-TZVPD

Calculated total energy   -1105.6733 a.u.
Multiplicity   2
E_LUMO (alpha / beta)   0.06 / 0.03 eV
HOMO-LUMO gap (alpha / beta)   3.73 / 7.24 eV
HOMO energy (alpha / beta)   -3.66 / -7.21 eV

```
44
Properties=species:S:1:pos:R:3:nbo_charge:R:1
O 0.752 -0.854 -2.749 -0.82
C 0.091 0.028 -2.090 0.05
C -0.458 -0.500 -0.784 -0.18
C -1.372 0.413 -0.036 -0.55
C -2.579 -0.277 0.498 0.70
N -3.701 0.496 0.703 -0.84
O -2.669 -1.479 0.696 -0.65
N 0.721 -1.159 -0.093 -0.72
H -0.402 0.920 -2.443 0.12
H -1.122 -1.318 -1.045 0.22
H -0.909 1.139 0.678 0.26
H -1.785 1.198 -0.735 0.25
H -4.535 0.231 1.192 0.40
H -3.653 1.479 0.489 0.38
H 1.391 -0.423 0.240 0.47
H 1.081 -1.808 -0.788 0.46
H 0.378 -1.596 0.769 0.42
H 0.008 3.017 -0.907 0.50
H 0.874 3.408 -1.961 0.47
O 0.723 2.596 -1.444 -0.97
H 1.241 -0.798 2.761 0.50
H 1.916 0.493 2.142 0.51
O 1.117 0.120 2.523 -0.98
H 1.579 -3.496 2.882 0.49
H 0.028 -3.625 3.261 0.49
O 0.713 -3.069 2.881 -0.98
H -3.920 -1.122 -2.724 0.47
H -3.959 -1.164 -1.328 0.47
O -3.345 -0.814 -1.992 -0.93
H 1.773 1.386 -0.583 0.51
H 3.190 1.131 -0.820 0.49
O 2.503 0.834 -0.213 -1.01
H -0.245 1.102 2.927 0.51
H -1.010 2.148 3.771 0.47
O -0.809 1.904 2.870 -1.00
H 3.944 -2.128 0.655 0.46
H 3.776 -1.406 -0.563 0.50
O 3.228 -1.966 0.026 -0.96
H -1.004 3.291 1.467 0.50
H -0.082 4.464 1.326 0.48
O -0.557 3.823 0.792 -0.98
H 3.332 -0.132 -3.167 0.49
H 2.877 -1.305 -2.317 0.50
O 3.674 -0.829 -2.583 -0.99
```

=====

[6]
C5H12N2O | ωB97M-V/def2-TZVPD

Calculated total energy   -382.3618 a.u.
E_LUMO   0.89 eV
HOMO-LUMO gap   8.91 eV
HOMO energy   -8.03 eV

```
20
Properties=species:S:1:pos:R:3:nbo_charge:R:1
C 2.162 0.437 -0.568 0.11
C 2.215 -0.535 -1.531 -0.68
N 2.209 0.272 0.768 -0.88
C -1.035 -0.994 0.098 0.28
O -0.254 -1.645 -0.765 -0.73
H 1.825 1.430 -0.868 0.17
H 1.018 0.153 1.208 0.43
H 2.623 -0.628 1.007 0.34
H -1.842 -1.616 0.481 0.18
H 0.621 -1.120 -1.069 0.50
H 2.696 -1.480 -1.308 0.21
H 2.218 -0.248 -2.573 0.21
C -2.578 1.065 0.492 -0.62
C -1.243 0.469 0.134 -0.11
N -0.398 -0.104 1.202 -0.65
H -0.832 -0.160 2.116 0.38
H -0.647 1.055 -0.559 0.21
H -3.162 1.239 -0.411 0.23
H -3.148 0.393 1.136 0.21
H -2.450 2.018 1.009 0.22
```